Record 1
{"formula": "C6H15InNO2", "method": "the ωB97M-V functional and the def2-TZVPD basis", "e_homo_ha": -0.764, "mol_weight_g_mol": 248.01, "charge": 3, "energy_ev": -17185.15948, "homo_lumo_gap_ev": 2.374, "species": ["In", "C", "O", "C", "C", "N", "C", "C", "O", "C", "H", "H", "H", "H", "H", "H", "H", "H", "H", "H", "H", "H", "H", "H", "H"], "xyz": [[-11.776342, 21.523468, 8.543968], [-9.575270, 19.063333, 10.829503], [-10.342832, 20.205915, 10.815645], [-10.742726, 20.581003, 12.184507], [-11.250686, 22.043692, 12.161015], [-12.331831, 22.438325, 11.286700], [-13.621166, 21.835821, 11.624759], [-14.760752, 22.532150, 10.880089], [-14.545482, 22.450316, 9.487707], [-15.533701, 23.050164, 8.623327], [-9.736130, 18.477819, 9.924296], [-9.812210, 18.466335, 11.710158], [-8.497150, 19.168752, 10.950498], [-9.869855, 20.657017, 12.832905], [-11.357782, 19.811784, 12.651519], [-10.383377, 22.673162, 11.961915], [-11.560264, 22.302133, 13.173674], [-12.503293, 23.430986, 11.359712], [-13.887333, 21.887137, 12.680513], [-13.605031, 20.757046, 11.469501], [-14.795334, 23.565735, 11.224476], [-15.695647, 22.103231, 11.240775], [-15.276980, 22.755239, 7.605875], [-15.646402, 24.115490, 8.824515], [-16.495406, 22.585277, 8.840380]], "forces_ev_per_angstrom": [[0.441, -0.333, 0.743], [1.688, -3.088, 0.379], [-2.192, 3.159, 1.424], [0.610, -0.255, -1.356], [1.607, -0.398, -1.653], [-1.543, -0.888, 3.030], [-0.853, -1.116, -2.206], [0.869, -0.576, 0.191], [0.257, 0.632, 0.879], [-0.108, -1.274, -0.234], [-0.201, 0.064, 0.068], [-0.457, -0.392, -0.202], [0.103, 0.948, -0.277], [0.335, 0.000, -0.120], [-0.507, 0.099, -0.326], [-0.050, 0.278, -0.085], [-0.428, 0.137, 0.663], [0.673, 1.259, -1.033], [0.334, 0.506, 0.689], [0.190, -0.144, -0.340], [-0.048, 0.745, -0.237], [-0.596, -0.076, -0.301], [0.133, 0.446, 0.100], [0.221, 0.314, 0.068], [-0.478, -0.046, 0.135]]}

Record 2
{"formula": "C6H15N", "method": "the ωB97M-V functional and the def2-TZVPD basis", "e_homo_ha": -0.321, "mol_weight_g_mol": 101.19, "energy_ev": -7954.97328, "smiles": "CCCNC(C)C", "homo_lumo_gap_ev": 9.904, "species": ["C", "C", "C", "N", "C", "C", "C", "H", "H", "H", "H", "H", "H", "H", "H", "H", "H", "H", "H", "H", "H", "H"], "xyz": [[-1.106526, 2.992693, 1.264554], [-1.087169, 1.641352, 0.481112], [0.190377, 0.828383, 0.652461], [-0.085855, -0.620699, 0.531687], [0.315459, -1.192302, -0.754559], [-0.402671, -2.513804, -0.981529], [1.819769, -1.411357, -0.898865], [-0.299764, 2.975827, 2.002097], [-2.062165, 3.150991, 1.752619], [-0.935588, 3.811732, 0.575391], [-1.237285, 1.898354, -0.564049], [-1.969294, 1.061447, 0.748254], [0.861131, 1.121712, -0.162071], [0.603145, 0.972196, 1.645294], [0.443796, -1.119357, 1.237379], [-0.034985, -0.536122, -1.555988], [0.071844, -3.323058, -0.430082], [-0.295282, -2.850196, -2.023017], [-1.473567, -2.488807, -0.783027], [2.043813, -2.128658, -1.685351], [2.249445, -1.778314, 0.035484], [2.391371, -0.492012, -1.087796]], "forces_ev_per_angstrom": [[0.437, -0.849, -0.437], [-0.630, 0.978, 0.286], [-0.767, -0.855, -0.467], [0.350, 0.146, -0.255], [-0.455, -0.367, -0.276], [0.092, -0.666, -0.679], [0.513, 0.544, 0.181], [-0.211, 0.246, 0.110], [-0.034, 0.051, 0.140], [0.102, 0.282, 0.074], [0.051, -0.199, -0.289], [0.214, -0.276, 0.226], [0.494, 0.195, 0.511], [0.304, 0.400, -0.001], [-0.111, 0.045, 0.120], [0.042, 0.296, 0.162], [-0.125, -0.045, 0.492], [0.031, 0.304, 0.053], [0.110, 0.178, 0.264], [0.061, 0.022, -0.097], [-0.171, -0.344, 0.062], [-0.299, -0.088, -0.179]]}

Record 3
{"formula": "C6H15N", "method": "the ωB97M-V functional and the def2-TZVPD basis", "e_homo_ha": -0.213, "mol_weight_g_mol": 101.19, "energy_ev": -7946.12188, "homo_lumo_gap_ev": 2.514, "species": ["C", "C", "N", "C", "C", "C", "C", "H", "H", "H", "H", "H", "H", "H", "H", "H", "H", "H", "H", "H", "H", "H"], "xyz": [[-3.000216, -0.998335, -1.985988], [-2.126749, -1.054089, -0.735483], [-3.109962, -1.022055, 0.321501], [-2.469171, -0.723561, 1.597867], [4.274123, 0.492028, 1.082706], [3.789879, 1.577227, -0.076986], [2.344123, 1.646044, -0.236240], [-3.578746, -0.069504, -2.006200], [-2.682810, -1.367155, -2.966307], [-3.854121, -1.673119, -1.814370], [-1.501475, -1.951985, -0.633598], [-1.470587, -0.190103, -0.939763], [-1.708270, 0.060360, 1.522304], [-3.211738, -0.346334, 2.313689], [-2.029077, -1.627899, 2.019832], [3.964838, -0.473713, 0.689714], [3.510712, 0.830182, 1.797096], [5.219090, 0.693373, 1.576760], [3.655647, 2.417114, 0.597427], [4.582108, 1.706456, -0.817179], [1.687626, 2.436766, 0.105059], [1.937309, 1.386581, -1.204314]], "forces_ev_per_angstrom": [[-1.982, -1.657, -0.408], [-1.867, 0.039, -1.142], [2.153, 1.068, 1.121], [-1.283, 0.311, -0.635], [-2.742, 1.815, -0.837], [0.527, 0.219, 3.724], [-1.010, -0.767, -3.445], [0.781, 0.310, -0.361], [0.752, 0.699, 0.144], [0.250, -0.219, 0.198], [0.160, -0.035, -0.165], [0.529, 0.214, 1.329], [0.429, -0.091, -0.141], [-0.014, -0.348, -0.108], [0.356, -0.211, 0.170], [0.811, -0.299, 0.444], [0.267, -0.971, 0.447], [0.368, -0.369, -0.726], [2.149, 1.130, 0.066], [-0.861, -0.136, -0.579], [0.349, -0.087, 1.187], [-0.122, -0.614, -0.281]]}

Record 4
{"formula": "C6H15N", "method": "the ωB97M-V functional and the def2-TZVPD basis", "e_homo_ha": -0.302, "mol_weight_g_mol": 101.19, "energy_ev": -7953.05678, "smiles": "CCC[C@H](C)NC", "homo_lumo_gap_ev": 9.365, "species": ["C", "C", "C", "C", "C", "N", "C", "H", "H", "H", "H", "H", "H", "H", "H", "H", "H", "H", "H", "H", "H", "H"], "xyz": [[2.475871, 2.011220, 0.051887], [1.682609, 0.699905, 0.015031], [0.164352, 0.912169, -0.617205], [-0.575857, -0.388621, -0.451044], [-1.972312, -0.338166, -1.224742], [-0.930994, -0.679759, 0.984504], [-0.935494, -2.125730, 1.251996], [1.967991, 2.894624, -0.486252], [3.657240, 1.992495, -0.191690], [2.601382, 2.264855, 1.187374], [1.797989, 0.122691, 1.051499], [2.324656, 0.104352, -0.764918], [0.400474, 1.105595, -1.708646], [-0.375937, 1.704231, -0.224331], [0.206981, -1.144957, -0.764328], [-2.434709, 0.678888, -1.239002], [-2.754108, -1.073057, -1.086821], [-1.620956, -0.636033, -2.284505], [-1.755998, -0.215777, 1.313660], [-1.744277, -2.485230, 1.899698], [-0.039405, -2.381967, 1.907312], [-0.749388, -2.797059, 0.343897]], "forces_ev_per_angstrom": [[2.001, 1.948, 2.357], [0.801, -1.015, -1.081], [3.894, -2.137, -0.620], [-2.174, -0.386, 1.166], [2.412, -0.278, -3.021], [1.602, -0.910, -0.724], [1.955, -0.831, 0.795], [0.934, -1.403, 0.804], [-2.857, -0.332, -0.169], [-0.635, 0.249, -1.934], [-0.827, 1.266, -2.339], [-1.753, 0.319, 1.292], [-0.609, -0.131, 1.100], [-0.744, 1.754, 0.985], [-1.591, 0.238, 0.100], [0.597, -0.730, 0.065], [0.151, -0.336, 1.022], [-0.910, 1.058, 0.957], [-0.361, 0.064, -0.336], [-0.333, 0.219, -0.663], [-0.674, 0.331, -0.726], [-0.881, 1.043, 0.970]]}

Record 5
{"formula": "C6H15N", "method": "the ωB97M-V functional and the def2-TZVPD basis", "e_homo_ha": -0.310, "mol_weight_g_mol": 101.19, "energy_ev": -7953.70475, "smiles": "CCCC(C)(C)N", "homo_lumo_gap_ev": 9.505, "species": ["C", "C", "C", "C", "C", "C", "N", "H", "H", "H", "H", "H", "H", "H", "H", "H", "H", "H", "H", "H", "H", "H"], "xyz": [[-1.647519, 1.007579, 1.767670], [-1.761022, 0.582808, 0.316756], [-0.233533, 0.764447, -0.601302], [0.515320, -0.485660, -0.425378], [1.295560, -0.610317, 0.875467], [1.731471, -0.024450, -1.761507], [-0.169625, -1.651073, -0.790562], [-2.631549, 1.123157, 2.231413], [-1.104826, 0.276395, 2.368574], [-1.146317, 1.973567, 1.854267], [-2.178269, -0.419514, 0.220756], [-2.445954, 1.243214, -0.219545], [-0.578512, 0.945659, -1.613467], [0.245578, 1.619219, -0.138883], [0.634457, -0.831724, 1.711601], [1.834416, 0.308074, 1.092667], [2.006660, -1.434065, 0.801972], [1.265645, -0.270226, -2.713321], [2.570495, -0.696199, -1.584367], [2.122681, 0.989807, -1.727494], [0.106118, -2.141975, -1.628711], [-0.431276, -2.268723, -0.036606]], "forces_ev_per_angstrom": [[-0.051, 0.045, 0.086], [1.959, 1.070, -1.651], [-5.095, -0.237, 3.175], [4.224, 2.049, -2.907], [-0.086, -0.080, -0.321], [-0.845, -2.360, 2.289], [-0.792, -1.123, -0.668], [-0.005, -0.043, -0.055], [0.066, 0.094, 0.003], [0.070, -0.034, 0.064], [0.382, -0.055, -0.156], [-0.068, 0.051, 0.129], [0.238, 0.010, -0.079], [0.170, 0.198, -0.233], [-0.127, 0.020, 0.092], [0.041, 0.068, 0.090], [0.048, 0.033, -0.034], [-0.108, 0.167, 0.010], [0.163, -0.118, -0.235], [-0.522, 0.122, 0.242], [0.108, 0.121, 0.272], [0.232, 0.002, -0.112]]}